Molecular formula: C12H23HoI2NO2P2
Method: DFT, the ωB97M-V functional and the def2-TZVPD basis

The geometry in XYZ format:
```
43
C12H23HoI2NO2P2 (the ωB97M-V functional and the def2-TZVPD basis)
Ho 0.222 0.018 0.049
I -0.186 -1.872 -4.568
I 2.392 -1.214 -4.530
P 0.079 2.322 -0.794
P 0.218 -2.312 0.802
O 0.100 0.676 2.131
O -3.103 -0.185 -0.269
N -1.160 0.990 2.703
C -2.140 -0.006 2.785
C 0.822 3.357 0.460
C 1.110 2.431 -2.238
C -3.518 1.647 3.933
C -3.367 0.371 3.334
C 1.281 -3.230 -0.286
C -1.317 -3.177 0.939
C -1.246 2.178 3.291
C -2.475 2.525 3.934
C 0.987 -2.312 2.416
C -1.910 -0.119 -0.182
C -1.501 3.007 -1.190
H -2.169 3.004 -0.317
H -2.000 -2.674 1.637
H -4.252 -0.300 3.398
H -1.819 -3.242 -0.037
H 0.674 1.866 -3.073
H 1.190 3.489 -2.502
H -4.478 1.897 4.404
H 0.350 -1.819 3.160
H 0.831 -3.324 -1.283
H 2.253 -2.723 -0.395
H 1.422 -4.219 0.157
H -1.090 -4.183 1.304
H -2.516 3.509 4.419
H 1.812 2.967 0.746
H -1.748 -0.951 3.248
H 2.110 2.018 -2.032
H 1.951 -1.779 2.384
H 1.148 -3.356 2.697
H 0.924 4.359 0.035
H -1.335 4.035 -1.523
H -1.989 2.432 -1.990
H 0.198 3.396 1.363
H -0.434 2.922 3.349
```

**Largest force on an atom**: 7.1 eV/A
**Multiplicity**: 6
**E_LUMO (alpha / beta)**: -7.112 / -7.041 eV
**Kohn-Sham gap (alpha / beta)**: 5.619 / 7.161 eV
**Energy above the lowest of the compared OMol25 structures with the same formula, charge and spin**: 326.9 kJ/mol
**Net charge**: +2


Molecular formula: C12H23N2O2P2STi
Method: DFT, the ωB97M-V functional and the def2-TZVPD basis

The geometry in XYZ format:
```
43
C12H23N2O2P2STi (the ωB97M-V functional and the def2-TZVPD basis)
Ti 0.757 -0.085 0.902
S 1.490 -1.039 3.024
P 1.376 -1.991 -0.520
P -0.619 1.735 1.767
O 2.333 2.669 -1.670
O 0.898 0.835 -3.972
N 3.468 -1.121 5.054
N -1.156 -0.497 -0.135
C 2.976 -1.762 -1.314
C -2.293 1.051 1.429
C -3.473 -0.053 -0.496
C -2.325 -1.423 -2.048
C -3.493 -0.840 -1.639
C -0.593 3.239 0.788
C 1.341 -3.673 0.144
C 2.686 -1.035 4.175
C -2.293 0.129 0.218
C 0.066 -1.893 -1.710
C -0.657 2.259 3.473
C -1.134 -1.280 -1.299
H 0.078 -2.394 -2.676
H -2.588 0.504 2.345
H 1.673 2.866 -0.976
H 0.351 -3.821 0.593
H -0.732 1.358 4.094
H 0.510 -0.018 -3.705
H 1.493 -4.422 -0.644
H -1.392 3.944 1.050
H -3.009 1.886 1.309
H 3.041 -0.714 -1.628
H -2.268 -2.052 -2.924
H 1.826 2.348 -2.440
H -4.359 0.442 -0.129
H 0.386 3.705 0.951
H 1.929 0.873 0.417
H 2.103 -3.784 0.926
H 3.132 -2.427 -2.170
H -1.464 2.958 3.725
H -0.671 2.964 -0.272
H 0.312 2.730 3.675
H 0.958 0.784 -4.952
H -4.421 -1.012 -2.175
H 3.760 -1.944 -0.566
```

**Largest force on an atom**: 4.1 eV/A
**E_LUMO (alpha / beta)**: -14.424 / -14.423 eV
**Kohn-Sham gap (alpha / beta)**: 4.632 / 4.560 eV
**Energy above the lowest of the compared OMol25 structures with the same formula, charge and spin**: 372.9 kJ/mol
**Net charge**: +3


Molecular formula: C12H23P
Method: DFT, the ωB97M-V functional and the def2-TZVPD basis

The geometry in XYZ format:
```
36
C12H23P (the ωB97M-V functional and the def2-TZVPD basis)
P -0.081 0.078 -0.152
C -0.118 1.070 2.673
C -2.040 1.562 -1.664
C 2.338 1.650 -0.335
C 1.986 -2.553 1.323
C -1.160 0.064 2.394
C -1.660 0.164 -1.113
C -2.873 -0.546 -0.493
C 1.599 -3.098 0.018
C -0.681 0.991 1.297
C 1.092 1.218 -1.004
C 1.252 1.138 -2.458
C 0.566 -2.503 0.860
H 1.711 -4.194 -0.088
H 2.659 -1.652 1.417
H 0.938 0.888 2.868
H -0.484 2.042 3.106
H -3.601 0.047 0.201
H -1.613 1.768 -2.757
H -0.132 -3.184 1.352
H -3.133 1.616 -1.690
H -0.556 -0.897 2.517
H 2.320 -3.296 2.061
H 3.123 0.815 -0.351
H -3.527 -1.032 -1.251
H 1.035 2.167 -2.778
H -2.356 -1.357 0.104
H 2.957 2.380 -0.915
H 2.221 2.078 0.617
H -1.460 1.759 1.015
H 2.121 -2.624 -0.813
H -2.169 0.051 2.679
H -1.719 2.287 -0.922
H -1.263 -0.402 -2.023
H 0.413 0.590 -2.913
H 2.294 0.916 -2.779
```

**Largest force on an atom**: 3.8 eV/A
**E_LUMO (alpha / beta)**: 0.461 / 0.532 eV
**Kohn-Sham gap (alpha / beta)**: 7.189 / 7.611 eV
**Energy above the lowest of the compared OMol25 structures with the same formula, charge and spin**: 436.8 kJ/mol
**Net charge**: 0


Molecular formula: C12H24Ag2CuN2O16S2
Method: DFT, the ωB97M-V functional and the def2-TZVPD basis

The geometry in XYZ format:
```
59
C12H24Ag2CuN2O16S2 (the ωB97M-V functional and the def2-TZVPD basis)
Ag 3.512 -1.869 1.817
Ag 4.740 -0.337 -1.176
Cu 1.097 -4.439 1.646
S -0.085 2.610 6.566
S -0.277 4.829 -1.679
O -2.721 -1.806 -3.620
O 1.231 -2.087 1.212
O 2.302 -2.263 -4.258
O 1.079 2.766 5.354
O 3.322 0.192 0.707
O -3.866 -1.602 2.595
O -0.626 3.950 6.824
O -1.345 3.648 -2.016
O 2.882 -1.106 -2.503
O -2.594 -2.548 4.097
O -0.604 6.051 -2.444
O 0.370 1.697 7.646
O -0.857 4.836 -0.138
O -2.730 -1.533 -1.475
O 1.100 4.253 -1.610
O -1.137 1.656 5.552
N -2.906 -2.283 2.922
N -2.342 -2.081 -2.520
C 0.628 -0.941 -5.123
C 1.058 1.711 4.433
C 0.984 -0.902 0.441
C -1.415 2.766 -0.934
C 0.807 -0.634 -3.714
C -0.847 3.498 0.328
C -1.343 -3.175 -2.385
C -0.343 1.086 4.531
C 2.105 -1.343 -3.378
C 1.498 -2.105 -5.420
C -2.068 -2.848 1.880
C 1.924 0.394 0.539
H -0.467 -2.970 -1.770
H -0.453 -0.999 -5.251
H 1.687 1.023 -0.319
H -1.897 -4.084 -2.150
H -0.084 -0.729 -3.093
H -0.254 0.019 4.734
H -1.105 -2.814 2.389
H -0.838 1.860 -1.121
H 0.930 -3.016 -5.609
H -0.968 1.128 3.639
H -0.731 -3.295 -3.279
H -1.333 3.359 1.294
H 0.956 -0.172 -5.823
H 0.199 3.254 0.515
H 1.463 1.009 1.312
H 1.139 0.382 -3.502
H -0.070 -0.688 0.263
H -2.482 2.607 -0.779
H 1.024 -1.258 -0.588
H 2.204 -1.921 -6.230
H -2.451 -3.826 1.590
H 1.173 2.199 3.465
H 1.885 1.010 4.543
H -2.055 -2.116 1.072
```

**Largest force on an atom**: 4.8 eV/A
**Multiplicity**: 3
**E_LUMO (alpha / beta)**: -11.510 / -14.623 eV
**Kohn-Sham gap (alpha / beta)**: 5.851 / 2.736 eV
**Net charge**: +3


Molecular formula: C12H24AlN4O2SSi
Method: DFT, the ωB97M-V functional and the def2-TZVPD basis

The geometry in XYZ format:
```
45
C12H24AlN4O2SSi (the ωB97M-V functional and the def2-TZVPD basis)
S 0.849 2.000 -0.746
Si -0.870 -3.271 0.120
Al 0.850 -0.309 0.213
O 4.382 -1.073 -1.093
O 2.579 -0.600 0.166
N 0.036 0.019 1.949
N 2.376 -0.749 -2.100
N 0.984 -0.745 -1.866
N -0.475 -1.594 0.500
C -0.924 0.386 4.063
C 0.022 0.696 3.117
C 0.116 3.294 0.257
C 3.220 -0.827 -0.973
C -1.811 -1.352 2.628
C -0.470 -4.316 1.586
C -2.644 -3.422 -0.346
C 1.096 1.713 3.368
C 2.595 2.456 -0.719
C -1.849 -0.629 3.798
C -0.817 -1.024 1.701
C 0.179 -3.800 -1.319
H -2.886 -2.743 -1.167
H 3.109 1.850 -1.461
H 2.665 3.505 -1.002
H 0.584 -1.669 -2.010
H 0.693 2.725 3.328
H -0.189 -3.435 -2.285
H -0.931 0.914 5.005
H 1.237 -3.542 -1.196
H 0.692 3.453 1.162
H -0.526 -5.375 1.321
H -2.596 -0.871 4.543
H -3.326 -3.211 0.480
H -2.509 -2.152 2.428
H -1.147 -4.155 2.426
H 0.090 4.204 -0.338
H -0.900 2.995 0.505
H 2.715 -1.184 -2.946
H 1.912 1.625 2.652
H 0.141 -4.891 -1.387
H -2.848 -4.442 -0.686
H 0.549 -4.113 1.928
H 1.507 1.571 4.366
H 3.028 2.286 0.264
H 0.541 -0.088 -2.503
```

**Largest force on an atom**: 0.6 eV/A
**E_LUMO**: -2.806 eV
**Kohn-Sham gap**: 8.836 eV
**Energy above the lowest of the compared OMol25 structures with the same formula, charge and spin**: 22.5 kJ/mol
**Net charge**: +1


Molecular formula: C12H24BF10N6NaSb
Method: DFT, the ωB97M-V functional and the def2-TZVPD basis

The geometry in XYZ format:
```
55
C12H24BF10N6NaSb (the ωB97M-V functional and the def2-TZVPD basis)
Sb -0.739 0.316 2.901
Na 1.801 0.219 0.482
F -0.700 -0.249 1.075
F 3.252 0.004 -1.784
F 3.214 -2.276 -1.493
F 5.228 -1.143 -1.441
F 3.685 -0.878 0.264
F -0.786 2.099 2.267
F -2.614 0.224 2.892
F -0.644 0.874 4.680
F -0.610 -1.519 3.363
F 1.176 0.353 2.730
N -1.181 3.197 -0.753
N 0.411 1.399 -1.077
N -1.438 -2.866 -0.697
N 0.338 -3.226 0.559
N 0.549 -1.460 -0.914
N 0.972 3.485 -0.242
C -1.788 -4.048 0.096
C 0.282 -0.799 -2.147
C 0.052 2.580 -0.717
C -0.179 -2.492 -0.417
C 0.299 4.528 0.511
C 1.570 -2.934 1.278
C -2.430 2.467 -0.594
C -1.078 4.532 -0.150
C 2.305 3.081 0.123
C -0.685 -4.079 1.155
C -0.460 0.537 -1.824
C -2.318 -2.462 -1.775
B 3.894 -1.089 -1.153
H -2.784 -3.935 0.521
H 2.312 -2.531 0.600
H -2.115 -3.014 -2.696
H -2.401 1.774 0.250
H 1.258 -0.537 -2.563
H 2.946 3.960 0.169
H -0.998 -3.629 2.101
H -1.772 -4.936 -0.542
H -2.698 1.928 -1.502
H -3.338 -2.676 -1.459
H 2.707 2.407 -0.634
H 1.948 -3.869 1.688
H -2.248 -1.397 -1.964
H -1.150 5.300 -0.923
H -3.220 3.192 -0.413
H 2.337 2.608 1.116
H -0.286 -1.388 -2.868
H 1.362 -2.252 2.104
H 0.817 5.481 0.404
H -1.377 0.285 -1.286
H -0.740 0.971 -2.792
H -0.295 -5.077 1.340
H -1.875 4.687 0.575
H 0.235 4.272 1.574
```

**Largest force on an atom**: 0.2 eV/A
**Multiplicity**: 2
**E_LUMO (alpha / beta)**: -0.062 / -2.978 eV
**Kohn-Sham gap (alpha / beta)**: 8.883 / 5.960 eV
**Energy above the lowest of the compared OMol25 structures with the same formula, charge and spin**: 0.0 kJ/mol
**Net charge**: 0


Molecular formula: C12H24BFN3
Method: DFT, the ωB97M-V functional and the def2-TZVPD basis

The geometry in XYZ format:
```
41
C12H24BFN3 (the ωB97M-V functional and the def2-TZVPD basis)
F -3.408 0.407 2.594
N 2.243 1.827 -0.532
N 0.018 -0.321 2.180
N -1.987 -2.994 0.100
C 2.429 -0.677 -0.176
C 2.661 0.755 0.353
C -3.147 0.898 1.295
C -0.717 -1.556 1.745
C 1.000 3.387 -1.506
C 0.305 -2.038 -0.785
C 2.216 3.255 -2.239
C 2.947 2.291 -1.605
C -3.224 -0.179 0.218
C 1.062 2.501 -0.468
C 1.290 -0.915 -1.188
C -1.879 -0.459 -0.481
B -1.034 -1.727 0.144
H -1.297 0.473 -0.482
H -0.076 -2.475 -1.724
H -2.147 1.342 1.337
H 3.920 1.883 -1.841
H -2.013 -3.396 -0.834
H -1.670 -1.625 2.293
H 0.336 2.266 0.297
H -3.982 0.141 -0.510
H 0.745 0.013 -1.383
H 0.171 4.046 -1.717
H -0.670 0.358 2.489
H -3.872 1.705 1.134
H 0.556 -0.524 3.018
H 3.730 0.911 0.539
H 0.888 -2.835 -0.292
H 3.379 -1.015 -0.610
H 2.250 -1.313 0.697
H -1.626 -3.730 0.701
H 1.755 -1.184 -2.146
H 2.132 0.893 1.295
H -2.070 -0.670 -1.545
H 2.505 3.800 -3.124
H -3.600 -1.098 0.681
H -0.120 -2.419 2.080
```

**Largest force on an atom**: 0.6 eV/A
**E_LUMO**: 3.396 eV
**Kohn-Sham gap**: 7.400 eV
**Net charge**: -1


Molecular formula: C12H24Br10O2Sr2
Method: DFT, the ωB97M-V functional and the def2-TZVPD basis

The geometry in XYZ format:
```
50
C12H24Br10O2Sr2 (the ωB97M-V functional and the def2-TZVPD basis)
Sr 4.657 -2.025 -3.797
Sr 0.961 -4.024 -0.227
Br 3.910 2.571 -4.562
Br -2.496 -3.526 -2.689
Br 6.236 5.207 1.402
Br -6.361 -0.750 -2.285
Br -6.669 1.908 2.691
Br -2.629 -5.627 2.414
Br 7.035 1.297 -0.865
Br 0.336 -5.707 4.213
Br -5.565 0.320 5.436
Br 5.927 5.205 -5.790
O -0.304 -1.229 1.203
O 1.720 -0.735 -1.174
C -0.296 -0.024 0.410
C -1.453 -5.977 5.021
C -2.480 -5.066 4.322
C 7.059 3.838 0.285
C 3.134 4.307 -5.031
C 1.054 0.349 -0.493
C -5.052 0.789 2.544
C -5.149 -0.407 3.588
C 6.159 2.642 0.249
C -4.552 -1.510 -2.751
C 4.164 5.484 -4.934
C -4.246 -2.848 -2.027
H -0.555 0.846 1.014
H 2.274 4.412 -4.369
H -1.052 -0.165 -0.362
H -4.235 -2.899 -0.938
H 6.114 2.201 1.245
H -5.984 -1.062 3.337
H -4.386 -1.458 -3.827
H 2.788 4.216 -6.061
H 7.981 3.508 0.763
H -1.675 -7.032 4.861
H -4.931 -3.561 -2.486
H -3.898 -0.741 -2.340
H 4.349 5.583 -3.865
H 7.050 4.184 -0.749
H -4.142 -0.808 3.703
H 5.124 2.837 -0.031
H -2.212 -4.015 4.431
H 0.943 1.208 -1.155
H 1.895 0.729 0.087
H -1.489 -5.749 6.087
H 3.828 6.443 -5.331
H -4.194 1.456 2.633
H -3.498 -5.132 4.706
H -5.195 0.536 1.494
```

**Largest force on an atom**: 3.2 eV/A
**E_LUMO**: -8.740 eV
**Kohn-Sham gap**: 2.808 eV
**Energy above the lowest of the compared OMol25 structures with the same formula, charge and spin**: 850.7 kJ/mol
**Net charge**: +2